Computed, not measured: a molecular structure, C48H44BrN4O2P2Tl, with the ωB97M-V functional and the def2-TZVPD basis.

Calculated values
LUMO level (spin up / spin down) in eV: 4.128 / 4.132
Kohn-Sham gap (spin up / spin down) in eV: 5.47 / 5.15
HOMO energy (spin up / spin down) in eV: -1.34 / -1.02

Structure (ORCA input):
```
! RIJCOSX wB97M-V def2-TZVPD def2/J DEFGRID3
* xyz -2 1
Tl 1.247 -0.243 0.524
O -2.450 -3.011 3.301
C -3.024 -3.896 2.478
C -3.825 -4.921 2.988
C -4.453 -5.812 2.133
C -4.289 -5.703 0.759
C -3.464 -4.708 0.248
C -2.828 -3.810 1.086
C -1.844 -2.761 0.579
O -1.911 -1.634 1.328
N -0.531 -3.432 0.621
N 0.485 -2.983 -0.168
C 1.646 -3.638 0.082
C 2.717 -3.671 -0.695
Br 3.369 -0.327 -1.452
C 3.800 -3.889 -1.391
C 3.958 -5.002 -2.338
C 2.878 -5.799 -2.732
C 3.054 -6.853 -3.610
C 4.315 -7.153 -4.110
C 5.395 -6.368 -3.732
C 5.216 -5.304 -2.862
H -2.129 -2.251 2.650
H -3.944 -4.997 4.062
H -5.085 -6.592 2.543
H -4.790 -6.394 0.092
H -3.296 -4.629 -0.821
H -2.009 -2.558 -0.497
H -0.256 -3.645 1.582
H 1.727 -4.219 1.012
H 4.644 -3.210 -1.304
H 1.894 -5.565 -2.347
H 2.197 -7.446 -3.907
H 4.454 -7.979 -4.798
H 6.385 -6.582 -4.115
H 6.067 -4.693 -2.583
N -1.132 2.168 -1.332
P -1.780 0.770 -0.369
C -3.569 1.032 -0.816
C -4.428 -0.062 -0.869
C -5.774 0.100 -1.171
C -6.279 1.363 -1.437
C -5.435 2.465 -1.372
C -4.096 2.301 -1.057
C -1.941 1.728 1.211
C -2.993 1.421 2.077
C -3.163 2.122 3.258
C -2.282 3.144 3.589
C -1.227 3.445 2.746
C -1.056 2.740 1.560
P 0.541 1.866 -1.583
C 0.550 1.829 -3.421
C -0.236 0.840 -4.018
C -0.369 0.779 -5.395
C 0.294 1.698 -6.197
C 1.124 2.643 -5.614
C 1.261 2.705 -4.234
C 1.286 3.517 -1.308
C 2.667 3.555 -1.114
C 3.302 4.762 -0.869
C 2.561 5.933 -0.799
C 1.184 5.895 -0.961
C 0.545 4.689 -1.216
H -1.629 2.297 -2.207
H -4.033 -1.046 -0.653
H -6.425 -0.766 -1.192
H -7.328 1.490 -1.679
H -5.834 3.456 -1.553
H -3.449 3.167 -0.978
H -3.675 0.621 1.823
H -3.974 1.864 3.928
H -2.420 3.697 4.511
H -0.522 4.220 3.015
H -0.225 2.980 0.918
H -0.744 0.117 -3.389
H -0.989 0.015 -5.849
H 0.164 1.682 -7.273
H 1.667 3.344 -6.238
H 1.912 3.441 -3.782
H 3.223 2.623 -1.130
H 4.372 4.783 -0.703
H 3.055 6.877 -0.599
H 0.604 6.807 -0.880
H -0.531 4.648 -1.331
C 2.197 4.463 2.521
C 2.309 3.358 3.537
C 2.599 3.673 4.847
C 2.730 2.708 5.841
C 2.562 1.376 5.468
C 2.299 1.000 4.168
C 2.098 -0.448 3.827
C 2.173 1.980 3.110
N 1.980 1.709 1.843
H 1.698 5.337 2.951
H 1.639 4.120 1.650
H 3.183 4.790 2.179
H 2.707 4.724 5.107
H 2.937 2.985 6.868
H 2.649 0.609 6.233
H 2.352 -1.088 4.675
H 2.733 -0.733 2.980
H 1.060 -0.648 3.539
*
```

Computed, not measured: a molecular structure, C48H45BrCl2N8O3Re, with the ωB97M-V functional and the def2-TZVPD basis.

Calculated values
LUMO level (spin up / spin down) in eV: -6.420 / -6.903
Kohn-Sham gap (spin up / spin down) in eV: 6.04 / 5.56
HOMO energy (spin up / spin down) in eV: -12.46 / -12.46

Structure (ORCA input):
```
! RIJCOSX wB97M-V def2-TZVPD def2/J DEFGRID3
* xyz 2 4
Re -0.499 0.048 -0.953
N -2.962 2.871 1.257
C -1.934 2.292 0.684
N -2.031 1.246 -0.114
C -3.303 0.685 -0.344
N -3.459 -0.370 -1.083
N -2.250 -0.848 -1.526
C -2.184 -1.968 -2.151
C -0.852 -2.353 -2.618
C -0.628 -3.454 -3.411
C 0.655 -3.675 -3.903
C 1.659 -2.776 -3.603
C 1.375 -1.701 -2.775
N 0.155 -1.503 -2.272
C -4.462 1.309 0.261
C -5.758 0.819 0.065
C -6.822 1.445 0.675
C -6.613 2.565 1.485
C -5.342 3.062 1.691
C -4.277 2.420 1.076
H -2.789 3.657 1.871
H -0.956 2.696 0.896
H -3.075 -2.560 -2.342
H -1.447 -4.117 -3.648
H 0.857 -4.535 -4.527
H 2.662 -2.902 -3.982
H 2.135 -0.988 -2.492
H -5.901 -0.051 -0.560
H -7.824 1.066 0.532
H -7.456 3.051 1.957
H -5.177 3.927 2.320
C 6.949 0.036 2.366
C 6.577 1.146 1.374
C 7.376 0.954 0.075
C 6.954 2.494 1.992
C 5.092 1.077 1.025
C 4.484 -0.143 0.759
C 3.158 -0.197 0.377
Br 2.416 -1.929 0.170
C 2.388 0.950 0.211
O 1.142 0.876 -0.320
C 2.943 2.192 0.579
C 4.284 2.211 0.953
C 2.086 3.453 0.796
C 1.186 3.824 -0.391
C 2.929 4.704 1.077
C 1.247 3.171 2.055
H 7.986 0.160 2.678
H 6.866 -0.958 1.926
H 6.322 0.072 3.258
H 8.446 0.999 0.283
H 7.138 1.734 -0.651
H 7.161 -0.014 -0.380
H 7.999 2.468 2.301
H 6.353 2.718 2.876
H 6.850 3.317 1.282
H 5.033 -1.069 0.850
H 4.723 3.154 1.218
H 1.788 4.073 -1.268
H 0.613 4.720 -0.139
H 0.486 3.035 -0.668
H 3.655 4.891 0.285
H 3.457 4.645 2.028
H 2.268 5.570 1.132
H 0.569 2.323 1.912
H 0.671 4.054 2.345
H 1.895 2.907 2.891
N 3.107 4.093 -4.382
C 2.129 3.503 -4.297
C 0.914 2.748 -4.144
C -0.091 2.752 -5.104
C -1.227 1.995 -4.870
C -1.328 1.279 -3.696
N -0.358 1.280 -2.761
C 0.750 1.996 -2.992
H 0.018 3.334 -6.010
H -2.034 1.960 -5.586
H -2.213 0.697 -3.477
H 1.525 1.952 -2.239
Cl -0.976 -4.621 -0.004
C -2.540 -4.174 -0.611
C -2.955 -4.700 -1.824
C -4.144 -4.274 -2.397
C -4.912 -3.318 -1.746
C -4.500 -2.834 -0.517
Cl -5.503 -1.676 0.306
C -3.315 -3.258 0.105
N -2.914 -2.737 1.316
C -2.520 -3.516 2.445
C -3.200 -4.683 2.764
C -2.851 -5.414 3.888
C -1.830 -4.963 4.714
C -1.146 -3.805 4.382
C -1.466 -3.081 3.238
C -0.523 -1.993 2.780
C -1.149 -1.032 1.820
O -2.059 -0.283 2.095
O -0.647 -1.103 0.578
H -2.331 -5.434 -2.315
H -4.476 -4.689 -3.338
H -5.848 -2.976 -2.164
H -3.265 -1.813 1.526
H -4.020 -5.005 2.133
H -3.391 -6.319 4.129
H -1.557 -5.517 5.601
H -0.323 -3.470 5.003
H 0.336 -2.463 2.299
H -0.151 -1.413 3.628
*
```

no.,maximum force (hartree/bohr)
1,0.02773
2,0.06890